{"formula": "C3H3N5", "method": "the ωB97M-V functional and the def2-TZVPD basis", "lumo_energy_ev": -1.8, "relative_energy_kj_mol": 483.09, "energy_ha": -389.68468, "homo_ev": -10.016, "species": ["C", "C", "C", "H", "H", "H", "N", "N", "N", "N", "N"], "positions_angstrom": [[-1.068, -0.100, -0.202], [0.266, 1.450, -0.235], [1.283, 0.712, 0.390], [-1.634, -1.542, 1.280], [0.655, 2.533, -0.290], [1.936, 1.289, 1.043], [-1.486, -0.456, 1.107], [-1.004, 1.289, -0.449], [1.408, -0.617, 0.541], [0.850, -1.205, -0.471], [-0.317, -1.104, -0.979]], "atomic_forces_ev_per_a": [[-3.364, -3.102, 7.964], [0.199, 5.564, -0.852], [1.460, -3.161, 2.569], [1.038, 2.653, -1.008], [-0.940, -1.334, -0.259], [0.034, -0.010, -0.345], [0.162, -0.461, -5.522], [2.296, -2.799, -0.582], [-0.341, 3.829, -0.056], [-2.499, -2.651, -3.108], [1.954, 1.472, 1.199]], "lowdin_charge": [-0.43, -0.19, -0.11, 0.08, 0.14, 0.12, 0.09, 0.17, 0.07, -0.04, 0.11]}



{"formula": "C3H3N5", "method": "the ωB97M-V functional and the def2-TZVPD basis", "smiles": "N=c1nnccnn1", "lumo_energy_ev": -1.0, "relative_energy_kj_mol": 483.77, "energy_ha": -389.68443, "homo_ev": -9.352, "species": ["C", "C", "C", "H", "H", "H", "N", "N", "N", "N", "N"], "positions_angstrom": [[-1.303, -0.174, -0.236], [1.245, -0.682, 0.302], [1.137, 0.685, 0.237], [-2.234, 0.135, 1.273], [2.039, -1.270, 0.616], [1.952, 1.584, 0.310], [-1.883, -0.539, 0.731], [-0.641, -1.129, -1.119], [0.594, -1.285, -0.766], [0.111, 1.472, -0.474], [-1.018, 1.203, -0.873]], "atomic_forces_ev_per_a": [[1.825, 0.904, -5.782], [-1.492, 2.737, -2.703], [0.472, 3.406, -0.202], [-2.084, 3.345, 2.698], [1.566, -0.562, 0.999], [-1.610, -3.029, 0.954], [-0.614, -4.084, 1.785], [3.299, 0.877, 1.163], [-3.661, -1.485, -0.647], [2.779, 0.945, -0.663], [-0.480, -3.054, 2.398]], "lowdin_charge": [-0.49, -0.12, -0.09, 0.02, 0.08, 0.15, 0.23, 0.11, 0.04, -0.05, 0.11]}



no.,HOMO-LUMO gap (Eh)
1,0.3026
2,0.3078